Version P
Computed, not measured: a structure of composition CH2NO3S, with ωB97M-V with the def2-TZVPD basis set.

CARTESIAN COORDINATES (ANGSTROEM)
C 1.632 1.035 1.664
N -0.861 0.994 -0.195
O 0.190 3.508 1.342
O 0.952 0.799 2.593
O 2.373 3.436 0.282
S 1.031 2.799 0.377
H -1.234 1.640 -0.894
H -0.713 1.573 0.565

Results
Kohn-Sham gap (spin up / spin down) ... 8.9 / 5.2 eV
Charge ... -1
HOMO energy (spin up / spin down) ... -5.02 / -2.14 eV
Molecular weight ... 108.1 g/mol
LUMO (spin up / spin down) ... 3.87 / 3.09 eV



Version Q
Computed, not measured: a cluster of 2 separate species, CH2NO3S in total, with ωB97M-V with the def2-TZVPD basis set.

CARTESIAN COORDINATES (ANGSTROEM)
C 1.024 -0.839 -0.417
N 0.802 -0.372 -1.719
O -2.314 1.711 0.193
O -0.873 0.862 2.065
O -0.297 -0.506 -0.802
S -1.003 1.266 0.654
H 1.421 -1.936 -0.325
H 1.240 -0.186 0.353

Results
Kohn-Sham gap (spin up / spin down) ... 5.9 / 6.0 eV
Charge ... -1
HOMO energy (spin up / spin down) ... -2.06 / -2.06 eV
Molecular weight ... 108.1 g/mol
LUMO (spin up / spin down) ... 3.89 / 3.89 eV



Version R
Computed, not measured: a cluster of 2 separate species, CH2NO3S in total, with ωB97M-V with the def2-TZVPD basis set.

CARTESIAN COORDINATES (ANGSTROEM)
C 0.163 -0.662 -1.155
N 0.316 0.728 -1.534
O 0.508 -1.182 -2.284
O -0.529 1.550 -1.956
O -0.035 -1.216 -0.089
S -0.414 0.041 2.853
H 0.575 0.908 2.575
H -0.585 -0.167 1.590

Results
Kohn-Sham gap ... 7.6 eV
Charge ... -1
HOMO energy ... -4.18 eV
Molecular weight ... 108.1 g/mol
LUMO ... 3.40 eV



Q: Which of them is the most stable? A: version R.



Version P
Computed, not measured: a cluster of 2 separate species, CH2NO3S in total, with ωB97M-V with the def2-TZVPD basis set.

CARTESIAN COORDINATES (ANGSTROEM)
C -0.382 0.597 0.139
N 0.728 0.228 0.671
O -0.960 -0.601 -2.197
O -0.252 2.638 1.004
O -0.061 -1.992 -0.377
S -1.104 -1.012 -0.793
H 1.155 0.977 1.180
H 0.875 -0.835 0.371

Results
Kohn-Sham gap (spin up / spin down) ... 7.6 / 8.0 eV
Charge ... -1
HOMO energy (spin up / spin down) ... -4.52 / -4.16 eV
Molecular weight ... 108.1 g/mol
LUMO (spin up / spin down) ... 3.04 / 3.80 eV



Version Q
Computed, not measured: a cluster of 2 separate species, CH2NO3S in total, with ωB97M-V with the def2-TZVPD basis set.

CARTESIAN COORDINATES (ANGSTROEM)
C 0.691 -1.199 0.083
N 1.319 -0.185 -0.170
O -0.669 1.556 0.815
O 0.275 -2.266 0.359
O -2.221 0.674 -1.120
S -1.769 0.333 0.282
H 2.180 -0.215 -0.695
H 0.194 1.301 0.446

Results
Kohn-Sham gap (spin up / spin down) ... 5.2 / 5.2 eV
Charge ... -1
HOMO energy (spin up / spin down) ... -1.59 / -1.59 eV
Molecular weight ... 108.1 g/mol
LUMO (spin up / spin down) ... 3.64 / 3.64 eV



Q: Which of them is the most stable? A: version Q.



Version P
Computed, not measured: a structure of composition C39H31F10N4OPS2Sc, with ωB97M-V with the def2-TZVPD basis set.

CARTESIAN COORDINATES (ANGSTROEM)
Sc -0.342 2.083 0.195
C -3.106 -0.985 2.275
C -2.679 0.126 1.359
N -1.434 0.222 1.009
N -0.562 -0.747 1.517
C -0.544 -1.901 0.949
S -1.493 -2.555 -0.310
S 0.862 -2.820 1.657
C 0.499 -4.555 1.273
C 1.374 -5.131 0.195
C 2.587 -5.743 0.497
C 3.377 -6.296 -0.503
C 2.956 -6.251 -1.824
C 1.749 -5.638 -2.136
C 0.968 -5.076 -1.138
C -3.697 1.071 0.867
C -5.034 0.951 1.283
C -6.042 1.764 0.813
C -5.734 2.746 -0.131
C -4.446 2.888 -0.577
C -3.394 2.075 -0.093
O -2.200 2.284 -0.554
H -3.357 -1.866 1.680
H -3.955 -0.713 2.892
H -2.277 -1.257 2.925
H -0.544 -4.558 0.946
H 0.595 -5.136 2.190
H 2.913 -5.790 1.531
H 4.319 -6.766 -0.248
H 3.568 -6.685 -2.607
H 1.415 -5.595 -3.167
H 0.033 -4.577 -1.368
H -5.305 0.188 1.997
H -7.055 1.636 1.174
H -6.511 3.402 -0.510
H -4.172 3.649 -1.297
C 3.962 -2.546 -1.748
C 2.976 -1.515 -1.283
C 1.727 -1.382 -1.873
C 0.861 -0.399 -1.421
N 1.170 0.422 -0.419
C 2.354 0.282 0.173
C 3.282 -0.655 -0.235
H 3.493 -3.258 -2.424
H 4.365 -3.104 -0.901
H 4.799 -2.075 -2.269
H 1.409 -2.045 -2.667
H -0.110 -0.262 -1.880
H 2.536 0.968 0.992
H 4.233 -0.725 0.279
F -1.532 2.962 2.155
P -1.424 4.633 2.164
F -0.628 4.474 0.737
F -0.038 4.521 2.963
F -2.812 4.711 1.367
F -2.223 4.669 3.564
F -1.281 6.231 2.110
F 1.066 2.426 1.456
C 0.339 1.149 3.944
C -0.720 0.535 4.602
C -1.908 1.262 4.899
C -2.949 0.665 5.564
C -2.856 -0.680 5.960
C -1.704 -1.425 5.651
C -0.663 -0.834 4.982
C -3.930 -1.297 6.670
N -4.789 -1.796 7.256
H 1.217 0.582 3.667
H 0.287 2.180 3.624
H -1.982 2.292 4.570
H -3.852 1.223 5.779
H -1.656 -2.470 5.928
H 0.206 -1.415 4.702
F 4.637 1.928 -8.162
C 3.963 3.056 -7.867
F 4.876 4.058 -7.879
F 3.152 3.303 -8.924
C 3.218 2.977 -6.581
C 3.242 1.828 -5.799
C 2.548 1.792 -4.603
C 1.806 2.898 -4.161
C 1.793 4.045 -4.969
C 2.488 4.084 -6.160
C 1.110 2.841 -2.922
C 0.529 2.685 -1.858
H 3.810 0.965 -6.120
H 2.573 0.904 -3.984
H 1.228 4.905 -4.635
H 2.470 4.980 -6.770

Results
Kohn-Sham gap (spin up / spin down) ... 6.8 / 6.4 eV
Expectation value of S² ... 0.796
Multiplicity ... 2
Charge ... -2
HOMO energy (spin up / spin down) ... -2.99 / -2.99 eV
Molecular weight ... 901.7 g/mol
LUMO (spin up / spin down) ... 3.81 / 3.40 eV



Version Q
Computed, not measured: a structure of composition C39H31F10N4OPS2Sc, with ωB97M-V with the def2-TZVPD basis set.

CARTESIAN COORDINATES (ANGSTROEM)
Sc 0.570 -1.336 0.304
C -1.251 2.039 -2.483
C -0.199 1.140 -1.881
N -0.502 -0.055 -1.494
N -1.826 -0.446 -1.711
C -1.943 -1.424 -2.500
S -0.759 -2.265 -3.435
S -3.508 -2.180 -2.867
C -4.238 -0.864 -3.905
C -3.631 -0.756 -5.271
C -4.109 -1.527 -6.326
C -3.526 -1.447 -7.581
C -2.452 -0.594 -7.796
C -1.968 0.179 -6.750
C -2.556 0.098 -5.497
C 1.161 1.667 -1.768
C 1.478 2.879 -2.410
C 2.747 3.408 -2.404
C 3.761 2.722 -1.732
C 3.495 1.539 -1.092
C 2.195 0.975 -1.082
O 2.008 -0.121 -0.425
H -1.119 2.119 -3.565
H -1.161 3.039 -2.065
H -2.243 1.654 -2.271
H -4.172 0.073 -3.355
H -5.293 -1.134 -3.974
H -4.940 -2.204 -6.158
H -3.908 -2.054 -8.392
H -1.992 -0.533 -8.774
H -1.124 0.839 -6.904
H -2.175 0.693 -4.675
H 0.703 3.424 -2.930
H 2.948 4.351 -2.895
H 4.762 3.135 -1.695
H 4.257 1.014 -0.531
C 4.722 -6.239 -1.381
C 3.725 -5.115 -1.399
C 2.363 -5.348 -1.511
C 1.482 -4.277 -1.486
N 1.877 -3.013 -1.359
C 3.188 -2.785 -1.250
C 4.135 -3.792 -1.277
H 4.248 -7.192 -1.616
H 5.182 -6.325 -0.395
H 5.523 -6.065 -2.102
H 1.976 -6.357 -1.593
H 0.413 -4.438 -1.555
H 3.468 -1.748 -1.109
H 5.184 -3.542 -1.174
F -0.798 -2.875 -0.275
P -1.953 -3.683 0.798
F -1.077 -5.017 0.594
F -2.739 -2.297 0.868
F -2.772 -4.061 -0.541
F -0.995 -3.235 1.988
F -2.993 -4.412 1.749
F 1.754 -2.344 1.356
C 2.961 1.559 2.938
C 2.348 2.761 3.124
C 2.402 3.493 4.378
C 1.825 4.717 4.542
C 1.120 5.364 3.498
C 1.019 4.655 2.267
C 1.587 3.433 2.085
C 0.553 6.639 3.665
N 0.083 7.695 3.802
H 3.512 1.101 3.753
H 2.899 0.999 2.011
H 2.938 3.040 5.208
H 1.908 5.218 5.503
H 0.468 5.108 1.448
H 1.474 2.925 1.132
F -1.951 2.185 8.801
C -2.902 1.710 7.972
F -3.485 0.668 8.614
F -3.855 2.673 7.909
C -2.369 1.330 6.633
C -1.217 1.933 6.142
C -0.737 1.591 4.891
C -1.413 0.643 4.112
C -2.584 0.057 4.610
C -3.055 0.395 5.864
C -0.894 0.274 2.837
C -0.455 -0.033 1.744
H -0.689 2.670 6.733
H 0.157 2.055 4.490
H -3.099 -0.677 4.004
H -3.952 -0.073 6.250

Results
Kohn-Sham gap (spin up / spin down) ... 3.8 / 2.0 eV
Expectation value of S² ... 0.755
Multiplicity ... 2
Charge ... -2
HOMO energy (spin up / spin down) ... -0.35 / -0.35 eV
Molecular weight ... 901.7 g/mol
LUMO (spin up / spin down) ... 3.43 / 1.61 eV



Q: Which of them is the most stable? A: version P.



Version P
Computed, not measured: a cluster of 6 separate species, CH14O5 in total, with ωB97M-V with the def2-TZVPD basis set.

CARTESIAN COORDINATES (ANGSTROEM)
C 2.280 2.515 0.168
H 1.193 2.413 0.239
H 2.597 2.498 -0.870
H 2.459 3.514 0.567
H 2.696 1.723 0.779
H -2.863 -0.590 0.961
H -4.012 0.385 0.712
O -3.298 -0.075 0.261
H 2.162 -1.769 1.299
H 1.318 -0.991 0.291
O 1.544 -1.028 1.234
H -1.783 0.249 -1.023
H -0.914 1.402 -1.511
O -1.107 0.473 -1.683
H 1.129 0.138 -1.755
H 1.913 -0.869 -2.614
O 1.721 -0.621 -1.707
H -0.500 -0.559 1.687
H -0.491 -2.044 1.684
O -1.115 -1.309 1.688

Results
SMILES ... C.O.O.O.O.O
Kohn-Sham gap ... 11.8 eV
HOMO energy ... -11.24 eV
Molecular weight ... 106.1 g/mol
LUMO ... 0.56 eV



Version Q
Computed, not measured: a cluster of 6 separate species, CH14O5 in total, with ωB97M-V with the def2-TZVPD basis set.

CARTESIAN COORDINATES (ANGSTROEM)
C -1.007 0.882 1.437
H -0.104 0.283 1.560
H -1.249 0.981 0.387
H -1.832 0.546 2.060
H -0.771 1.895 1.790
H 0.337 0.357 -1.199
H 1.278 0.396 -2.269
O 1.292 0.323 -1.321
H 2.911 -3.465 -2.043
H 2.352 -3.136 -0.773
O 2.401 -3.884 -1.362
H -6.810 0.552 0.415
H -5.601 1.418 0.192
O -5.865 0.503 0.214
H 5.886 -1.444 3.060
H 5.492 -1.064 1.683
O 6.039 -0.740 2.411
H -1.493 1.956 -2.846
H -1.918 2.083 -1.409
O -1.338 1.558 -1.986

Results
SMILES ... C.O.O.O.O.O
Kohn-Sham gap ... 11.5 eV
HOMO energy ... -11.22 eV
Molecular weight ... 106.1 g/mol
LUMO ... 0.25 eV



Q: Which of them is the most stable? A: version P.